C18H42Cl2F30HfNO4P5 | ωB97M-V/def2-TZVPD

```
103
Properties=species:S:1:pos:R:3:lowdin_charge:R:1
C 0.595 5.574 1.177 -0.07
C -0.720 4.869 0.692 -0.19
C -0.874 4.909 -0.892 -0.08
N -1.943 3.979 -1.496 -0.25
C -3.310 4.320 -0.918 0.03
C -1.905 4.104 -3.061 -0.07
C -2.397 2.704 -3.560 -0.15
C -1.449 1.885 -2.752 -0.15
C -1.566 2.489 -1.328 -0.08
H 1.501 5.028 0.913 0.08
H 0.585 5.733 2.256 0.07
H 0.685 6.566 0.735 0.08
H -1.588 5.326 1.169 0.10
H -0.769 3.814 0.960 0.09
H 0.049 4.485 -1.287 0.14
H -1.239 5.870 -1.254 0.13
H -3.380 5.301 -1.387 0.10
H -3.318 4.460 0.163 0.09
H -4.131 3.656 -1.188 0.11
H -2.661 4.827 -3.368 0.13
H -0.892 4.205 -3.449 0.14
H -3.461 2.587 -3.357 0.12
H -2.231 2.760 -4.636 0.13
H -1.700 0.828 -2.829 0.10
H -0.459 2.031 -3.184 0.13
H -2.353 2.139 -0.660 0.12
H -0.646 2.318 -0.770 0.09
Hf 2.200 -2.641 -0.421 2.41
P -0.548 -4.868 1.475 0.14
F -1.553 -3.713 0.944 -0.15
F -1.674 -5.505 2.425 -0.11
F -0.900 -5.815 0.195 -0.12
F 0.516 -5.830 2.039 -0.08
F 0.702 -4.270 0.541 -0.26
F -0.012 -3.786 2.496 -0.14
P 3.830 -3.811 2.058 0.20
F 4.107 -2.876 3.305 -0.07
F 4.062 -2.538 1.086 -0.20
F 5.416 -4.280 1.900 -0.11
F 3.432 -4.510 0.644 -0.17
F 3.416 -5.078 2.920 -0.05
F 2.408 -3.135 1.918 -0.19
P 0.722 -0.020 0.659 0.17
F 1.164 1.449 0.432 -0.05
F 0.447 0.167 2.240 -0.10
F -0.836 0.156 0.315 -0.11
F 0.399 -1.632 0.809 -0.20
F 0.983 -0.488 -0.860 -0.17
F 2.243 -0.505 0.794 -0.16
P -1.313 -2.388 -2.717 0.15
F -0.705 -3.378 -3.760 -0.11
F -0.524 -1.135 -3.420 -0.15
F -2.553 -2.133 -3.726 -0.14
F -1.987 -1.503 -1.574 -0.14
F -2.054 -3.688 -1.983 -0.17
F -0.033 -2.669 -1.803 -0.19
P 5.027 0.309 -1.257 0.32
F 3.710 1.250 -0.974 -0.19
F 5.225 0.079 0.331 -0.13
F 4.080 -1.071 -1.149 -0.25
F 6.369 -0.628 -1.695 -0.18
F 4.711 0.337 -2.848 -0.17
F 5.792 1.774 -1.404 -0.16
Cl -0.070 2.141 5.370 0.59
C 1.182 2.529 4.250 -0.74
C 2.508 1.816 4.545 -0.59
Cl 3.364 2.705 5.905 0.52
H 1.344 3.607 4.275 0.05
H 0.751 2.325 3.270 0.03
H 3.234 1.858 3.733 0.07
H 2.279 0.774 4.767 0.07
C -3.417 -1.337 1.465 0.07
O -4.136 -0.357 2.260 0.11
C -3.281 0.547 2.925 -0.08
C -4.215 1.593 3.543 -0.18
O -4.367 2.806 2.820 -0.19
C -5.612 3.448 3.146 -0.08
H -2.470 -1.564 1.954 0.12
H -3.228 -0.871 0.498 0.13
H -4.012 -2.227 1.257 0.14
H -2.685 1.064 2.173 0.16
H -2.738 0.083 3.749 0.17
H -3.793 1.951 4.482 0.14
H -5.183 1.128 3.733 0.14
H -6.439 2.858 2.753 0.09
H -5.788 4.432 2.711 0.09
H -5.762 3.592 4.216 0.10
C 2.005 -6.187 -1.084 -0.03
O 2.070 -4.811 -1.612 -0.30
C 2.033 -4.838 -3.108 -0.11
C 2.455 -3.505 -3.662 -0.24
O 2.321 -2.419 -2.827 -0.28
C 2.429 -1.285 -3.723 -0.04
H 1.869 -6.277 -0.006 0.08
H 2.956 -6.643 -1.360 0.10
H 1.385 -6.892 -1.637 0.11
H 0.986 -5.003 -3.361 0.13
H 2.601 -5.546 -3.711 0.15
H 1.817 -3.499 -4.546 0.14
H 3.469 -3.642 -4.037 0.15
H 1.813 -1.294 -4.622 0.12
H 3.430 -1.014 -4.060 0.10
H 2.204 -0.442 -3.070 0.08
```

- multiplicity = 2
- maximum force (Eh/bohr) = 0.110
- total energy (eV) = -183363.0570
- highest occupied orbital energy (alpha / beta) (eV) = -12.576 / -12.576
- energy relative to the best compared isomer or geometry (same formula, charge and spin) (eV) = 0.624
- total charge = +1
- Kohn-Sham gap (alpha / beta) (eV) = 7.4 / 3.9

---

C38H58O18 | ωB97M-V/def2-TZVPD

```
114
Properties=species:S:1:pos:R:3:lowdin_charge:R:1
C 3.329 2.770 -2.104 0.07
C 2.253 2.955 -2.663 -0.11
C 0.708 3.018 -2.973 -0.19
C 0.233 1.967 -4.061 -0.19
C 0.091 0.459 -3.537 -0.13
C 0.463 0.267 -2.010 -0.07
C 1.809 -0.299 -1.618 -0.12
C 2.895 -0.760 -2.695 -0.15
C 2.584 -2.328 -2.961 -0.19
C 3.165 -3.226 -1.772 -0.21
C 2.065 -4.016 -0.933 -0.19
C 2.219 -3.910 0.654 -0.20
C 3.698 -4.109 1.203 -0.15
C 3.841 -3.140 2.486 -0.21
O 5.205 -2.991 2.925 -0.27
C 5.827 -1.807 2.400 -0.11
C 2.209 -0.481 -0.179 -0.01
C 1.286 -0.140 0.977 0.02
C -0.066 0.389 0.581 -0.05
C -0.466 0.609 -0.872 -0.02
C -1.887 1.186 -1.166 -0.29
O -2.161 1.907 -2.123 0.07
C -3.030 0.766 -0.145 0.01
C -2.665 0.557 1.174 0.01
C -1.167 0.752 1.658 -0.31
O -0.852 1.148 2.769 0.08
H 4.305 2.673 -1.557 0.06
H 0.082 3.000 -2.027 0.10
H 0.534 4.052 -3.423 0.11
H -0.797 2.292 -4.412 0.11
H 0.918 2.058 -4.964 0.12
H -0.989 0.132 -3.694 0.12
H 0.784 -0.190 -4.153 0.10
H 3.947 -0.712 -2.273 0.12
H 2.790 -0.196 -3.671 0.10
H 1.483 -2.534 -3.103 0.11
H 3.122 -2.639 -3.916 0.11
H 3.830 -4.020 -2.255 0.11
H 3.840 -2.579 -1.120 0.08
H 1.944 -5.104 -1.256 0.11
H 1.060 -3.531 -1.189 0.10
H 1.601 -4.766 1.093 0.11
H 1.738 -2.967 1.080 0.09
H 4.519 -3.788 0.498 0.10
H 3.915 -5.163 1.565 0.12
H 3.237 -3.537 3.357 0.14
H 3.366 -2.146 2.192 0.09
H 6.794 -2.123 1.881 0.10
H 5.219 -1.262 1.616 0.08
H 6.138 -1.072 3.209 0.10
H 3.212 -0.912 0.129 0.09
H 1.575 -0.302 2.059 0.11
H -4.099 0.657 -0.490 0.13
H -3.417 0.246 1.966 0.13
C -9.332 4.287 -0.917 -0.04
O -8.107 4.697 -0.308 0.00
C -7.150 3.760 -0.311 -0.61
O -7.248 2.649 -0.771 0.12
O -6.064 4.271 0.285 0.01
C -4.958 3.373 0.352 -0.06
H -10.030 5.122 -0.857 0.09
H -9.176 4.043 -1.969 0.10
H -9.762 3.438 -0.383 0.10
H -4.629 3.093 -0.651 0.09
H -5.216 2.488 0.936 0.09
H -4.139 3.890 0.852 0.10
C -2.574 -6.377 0.738 -0.04
O -2.317 -7.683 0.223 0.00
C -1.017 -7.999 0.148 -0.61
O -0.097 -7.290 0.471 0.11
O -0.919 -9.240 -0.347 0.00
C 0.421 -9.712 -0.483 -0.04
H -3.654 -6.233 0.753 0.09
H -2.198 -6.285 1.759 0.10
H -2.131 -5.615 0.094 0.10
H 0.916 -9.753 0.489 0.10
H 0.983 -9.083 -1.176 0.10
H 0.377 -10.721 -0.891 0.09
C 3.624 6.053 0.114 -0.05
O 4.634 6.041 -0.894 -0.01
C 5.736 6.736 -0.577 -0.61
O 5.922 7.339 0.449 0.12
O 6.595 6.642 -1.603 0.00
C 7.823 7.340 -1.403 -0.05
H 2.784 5.461 -0.250 0.08
H 3.994 5.597 1.034 0.10
H 3.276 7.070 0.300 0.10
H 8.360 6.936 -0.542 0.10
H 7.643 8.409 -1.277 0.10
H 8.436 7.194 -2.292 0.09
C 6.471 -3.576 5.280 -0.04
O 7.707 -3.192 5.892 0.00
C 8.655 -4.136 5.858 -0.61
O 8.546 -5.234 5.372 0.12
O 9.750 -3.647 6.461 0.00
C 10.851 -4.554 6.499 -0.05
H 5.781 -2.739 5.366 0.09
H 6.618 -3.795 4.227 0.08
H 6.038 -4.435 5.796 0.10
H 11.172 -4.812 5.488 0.10
H 10.591 -5.452 7.062 0.10
H 11.675 -4.053 7.006 0.09
C -14.139 5.055 -4.272 -0.04
O -13.283 5.013 -3.131 0.00
C -13.910 5.215 -1.964 -0.61
O -15.088 5.419 -1.820 0.13
O -12.996 5.150 -0.985 -0.01
C -13.525 5.348 0.326 -0.04
H -13.525 4.879 -5.154 0.09
H -14.895 4.270 -4.214 0.10
H -14.608 6.036 -4.365 0.10
H -14.257 4.575 0.567 0.10
H -13.970 6.341 0.416 0.10
H -12.699 5.274 1.032 0.09
```

- maximum force (Eh/bohr) = 0.079
- total energy (eV) = -77194.2911
- highest occupied orbital energy (eV) = -9.032
- structure (SMILES) = C#CCCCc1c(CCCCCCCOC)ccc2c1C(=O)C=CC2=O.COC(=O)OC.COC(=O)OC.COC(=O)OC.COC(=O)OC.COC(=O)OC
- Kohn-Sham gap (eV) = 7.9

---

C4H19FeN4O6 | ωB97M-V/def2-TZVPD

```
34
Properties=species:S:1:pos:R:3:lowdin_charge:R:1
Fe -9.005 12.982 9.467 0.75
C -10.535 11.467 12.465 -0.10
C -10.369 12.983 12.378 -0.42
O -9.915 13.424 11.153 -0.34
H -10.812 11.084 13.449 0.07
H -9.602 10.895 12.283 0.04
H -11.180 11.135 11.650 0.06
H -9.811 13.455 13.196 0.10
H -11.426 13.292 12.501 0.10
C -11.746 11.625 8.283 -0.60
O -10.740 12.276 8.548 -0.02
N -11.862 10.290 8.512 0.18
N -12.835 12.194 7.695 0.18
H -12.714 9.772 8.404 0.11
H -11.105 9.827 8.982 0.11
H -13.622 11.588 7.544 0.11
H -12.950 13.184 7.599 0.12
C -5.947 14.118 10.083 -0.60
O -7.139 13.817 10.016 -0.02
N -5.266 14.074 11.259 0.18
N -5.220 14.502 8.998 0.18
H -5.787 13.880 12.097 0.12
H -4.277 13.908 11.311 0.11
H -4.220 14.571 8.982 0.11
H -5.716 14.557 8.129 0.10
O -8.120 11.028 9.975 -0.04
H -7.398 10.554 9.551 0.08
H -8.168 10.681 10.875 0.07
O -8.093 12.301 7.475 -0.04
H -8.223 11.370 7.264 0.08
H -7.541 12.644 6.765 0.08
O -9.174 14.863 8.471 -0.03
H -9.023 14.978 7.527 0.08
H -9.709 15.618 8.742 0.10
```

- multiplicity = 5
- maximum force (Eh/bohr) = 0.043
- total energy (eV) = -57086.1749
- highest occupied orbital energy (alpha / beta) (eV) = -10.397 / -10.323
- energy relative to the best compared isomer or geometry (same formula, charge and spin) (eV) = 0.757
- total charge = +1
- Kohn-Sham gap (alpha / beta) (eV) = 7.5 / 7.4

---

CH5NOS2 | ωB97M-V/def2-TZVPD

```
10
Properties=species:S:1:pos:R:3:lowdin_charge:R:1
C 0.079 1.151 0.523 -0.21
N 0.330 -0.614 -0.387 -0.99
O -0.878 1.063 1.406 -0.06
S 1.569 -0.565 -1.628 0.62
S -1.267 -1.086 -0.645 0.58
H 1.086 1.211 1.007 0.12
H -0.238 1.592 -0.446 0.10
H -1.849 1.022 1.141 0.13
H 2.197 -1.369 -0.892 -0.21
H -1.030 -2.405 -0.081 -0.08
```

- maximum force (Eh/bohr) = 0.071
- total energy (eV) = -26322.5948
- highest occupied orbital energy (eV) = -8.497
- energy relative to the best compared isomer or geometry (same formula, charge and spin) (eV) = 3.806
- Kohn-Sham gap (eV) = 9.0

---

C15H30N2O2 | ωB97M-V/def2-TZVPD

```
49
Properties=species:S:1:pos:R:3:lowdin_charge:R:1
C 0.507 -2.129 -4.875 -0.10
C 1.390 -1.913 -3.654 -0.17
C 0.587 -2.008 -2.361 -0.52
O -0.584 -2.328 -2.320 0.05
N 1.309 -1.719 -1.259 0.07
C 0.736 -1.667 0.068 -0.19
C 1.485 -2.580 1.038 -0.19
C 0.856 -2.636 2.433 -0.21
C 0.822 -1.276 3.141 -0.21
C -0.470 -0.485 2.889 -0.21
C -0.212 1.015 2.768 -0.22
C -1.470 1.770 2.349 -0.21
C -1.247 3.274 2.182 -0.19
C -0.252 3.624 1.070 -0.18
N -0.643 3.092 -0.214 0.06
C 0.011 2.088 -0.838 -0.51
O 1.024 1.583 -0.395 0.04
C -0.633 1.662 -2.146 -0.15
C -1.883 0.818 -1.901 -0.08
H 0.011 -3.094 -4.807 0.08
H -0.262 -1.362 -4.923 0.07
H 1.097 -2.096 -5.787 0.07
H 2.178 -2.670 -3.620 0.12
H 1.870 -0.932 -3.699 0.11
H 2.249 -1.368 -1.357 0.14
H 0.768 -0.632 0.416 0.09
H -0.301 -1.994 -0.034 0.12
H 1.507 -3.590 0.620 0.11
H 2.518 -2.233 1.127 0.11
H 1.442 -3.338 3.030 0.10
H -0.157 -3.037 2.361 0.11
H 0.944 -1.425 4.215 0.11
H 1.678 -0.689 2.802 0.11
H -0.936 -0.828 1.966 0.10
H -1.181 -0.673 3.696 0.12
H 0.562 1.168 2.015 0.09
H 0.157 1.408 3.718 0.12
H -1.831 1.354 1.406 0.10
H -2.252 1.614 3.097 0.11
H -2.206 3.752 1.962 0.11
H -0.872 3.695 3.117 0.11
H -0.164 4.713 0.994 0.12
H 0.733 3.211 1.291 0.11
H -1.506 3.430 -0.608 0.14
H -0.888 2.552 -2.726 0.11
H 0.093 1.075 -2.708 0.11
H -2.369 0.591 -2.846 0.08
H -2.596 1.340 -1.264 0.07
H -1.617 -0.125 -1.431 0.06
```

- maximum force (Eh/bohr) = 0.013
- total energy (eV) = -23118.7813
- highest occupied orbital energy (eV) = -9.208
- energy relative to the best compared isomer or geometry (same formula, charge and spin) (eV) = 0.218
- structure (SMILES) = CCC(=O)NCCCCCCCCCNC(=O)CC
- Kohn-Sham gap (eV) = 10.1

---

C3H2CuFMgO2 | ωB97M-V/def2-TZVPD

```
10
Properties=species:S:1:pos:R:3:lowdin_charge:R:1
C -1.604 -0.206 -0.729 0.17
C -0.763 0.211 0.205 -0.46
H -1.264 -0.899 -1.497 0.09
H -2.640 0.125 -0.715 0.11
F -1.136 1.007 1.199 0.15
O 1.311 1.824 0.036 0.13
C 1.626 0.678 0.120 -0.38
O 0.511 -0.255 0.339 -0.12
Mg 3.665 -0.025 0.228 1.48
Cu 0.294 -2.460 0.815 0.82
```

- maximum force (Eh/bohr) = 0.053
- total energy (eV) = -60018.6713
- highest occupied orbital energy (eV) = -16.978
- energy relative to the best compared isomer or geometry (same formula, charge and spin) (eV) = 0.000
- total charge = +2
- Kohn-Sham gap (eV) = 5.8